(1)
Formula: C34H102O34
Source: the OMol25 dataset
Level of theory: wB97M-V/def2-TZVPD

ORCA input file:
```
! wB97M-V def2-TZVPD RIJCOSX def2/J DEFGRID3
* xyz 0 1
C -2.585 3.207 3.202
C -3.826 2.761 2.495
O -4.040 3.851 1.583
O -1.438 2.900 2.421
H -2.593 2.774 4.214
H -2.632 4.289 3.377
H -4.716 2.690 3.172
H -3.724 1.797 1.976
H -4.700 3.649 0.875
H -0.769 3.513 2.720
C 0.502 -4.454 -1.070
C 0.431 -5.894 -1.232
O 0.418 -6.265 -2.599
O -0.624 -3.689 -1.474
H 1.341 -3.895 -1.529
H 0.555 -4.212 0.016
H -0.482 -6.301 -0.727
H 1.384 -6.295 -0.768
H 0.851 -5.530 -3.109
H -1.168 -3.531 -0.674
C -2.294 2.565 -2.039
C -2.161 3.858 -1.351
O -1.379 3.852 -0.199
O -3.218 1.662 -1.367
H -1.299 2.132 -2.049
H -2.579 2.839 -3.061
H -3.121 4.378 -1.144
H -1.762 4.551 -2.158
H -1.873 3.676 0.641
H -2.780 1.470 -0.522
C 1.931 3.714 -0.975
C 1.895 5.196 -0.967
O 2.112 5.725 0.384
O 1.093 3.131 -0.014
H 2.960 3.398 -0.869
H 1.743 3.309 -1.971
H 0.992 5.735 -1.310
H 2.729 5.571 -1.604
H 3.067 5.672 0.556
H 0.176 3.387 -0.312
C -4.249 -3.294 -2.215
C -4.331 -1.752 -2.431
O -3.247 -1.132 -1.685
O -3.164 -3.928 -2.914
H -5.197 -3.660 -2.568
H -4.164 -3.418 -1.055
H -5.308 -1.510 -2.031
H -4.323 -1.539 -3.490
H -3.435 -0.199 -1.672
H -2.375 -3.785 -2.350
C 6.991 3.763 0.108
C 5.586 3.948 0.706
O 4.948 5.059 0.150
O 7.716 4.973 0.417
H 6.895 3.545 -0.972
H 7.508 2.872 0.496
H 5.769 4.076 1.774
H 5.085 3.054 0.347
H 5.568 5.821 0.258
H 8.136 5.267 -0.373
C 0.320 -0.285 -4.719
C -0.718 -1.258 -4.283
O -2.024 -0.648 -4.231
O 0.553 0.631 -3.641
H -0.049 0.256 -5.618
H 1.223 -0.822 -4.977
H -0.353 -1.687 -3.303
H -0.740 -2.018 -5.059
H -2.322 -0.659 -3.311
H 1.521 0.807 -3.638
C 4.103 0.108 2.940
C 4.012 1.620 3.193
O 4.006 1.889 4.578
O 3.977 -0.119 1.494
H 3.332 -0.478 3.458
H 5.117 -0.218 3.149
H 3.081 2.031 2.714
H 4.861 2.199 2.694
H 3.160 1.498 4.883
H 3.032 0.008 1.329
C -2.378 -5.312 0.955
C -3.410 -5.204 2.093
O -4.616 -4.544 1.738
O -1.624 -4.156 0.826
H -2.906 -5.587 -0.033
H -1.659 -6.109 1.143
H -3.018 -4.641 2.918
H -3.681 -6.195 2.497
H -5.026 -5.184 1.101
H -1.961 -3.374 1.336
C 1.541 4.215 3.232
C 1.414 4.477 4.689
O 0.380 3.719 5.262
O 0.548 4.831 2.505
H 1.564 3.117 3.164
H 2.510 4.450 2.845
H 1.195 5.543 4.853
H 2.363 4.193 5.069
H 0.205 4.009 6.181
H 0.922 4.960 1.628
C -2.067 -7.343 -5.486
C -2.434 -5.926 -5.851
O -1.246 -5.146 -5.605
O -1.700 -7.576 -4.137
H -1.283 -7.613 -6.151
H -2.847 -8.116 -5.599
H -3.325 -5.535 -5.319
H -2.724 -5.880 -6.919
H -1.591 -4.481 -4.966
H -0.961 -7.004 -3.802
C -0.825 3.848 -6.392
C 0.558 4.344 -5.961
O 1.179 3.343 -5.212
O -1.481 3.209 -5.281
H -0.620 3.079 -7.191
H -1.480 4.723 -6.722
H 0.584 5.329 -5.424
H 1.094 4.454 -6.900
H 0.480 2.941 -4.634
H -2.124 2.588 -5.570
C 0.716 -4.569 3.793
C -0.292 -5.009 4.813
O 0.070 -4.605 6.097
O 0.858 -3.220 3.630
H 0.372 -5.001 2.831
H 1.622 -5.075 3.997
H -0.270 -6.123 4.837
H -1.286 -4.775 4.440
H -0.145 -3.692 6.212
H 1.147 -2.726 4.417
C -4.194 -0.629 2.645
C -3.383 -1.826 2.849
O -2.281 -1.905 2.006
O -4.717 -0.470 1.381
H -3.577 0.248 2.916
H -5.058 -0.701 3.313
H -3.978 -2.758 2.848
H -3.024 -1.700 3.872
H -2.078 -0.998 1.739
H -4.039 -0.520 0.705
C 4.418 1.790 -2.906
C 4.260 0.843 -1.668
O 5.289 1.082 -0.771
O 3.247 1.842 -3.639
H 5.262 1.463 -3.495
H 4.672 2.695 -2.444
H 4.177 -0.185 -2.062
H 3.304 1.121 -1.191
H 5.055 0.630 0.119
H 3.207 2.545 -4.330
C 0.868 -0.452 0.474
C -0.452 -0.185 -0.165
O -1.422 0.372 0.814
O 1.446 0.677 1.160
H 1.502 -0.921 -0.332
H 0.666 -1.256 1.253
H -0.744 -1.169 -0.542
H -0.475 0.397 -1.037
H -0.986 1.032 1.390
H 1.494 1.380 0.540
C 0.240 0.126 4.140
C -0.542 -0.998 4.812
O 0.301 -1.641 5.778
O 0.796 0.975 5.251
H -0.423 0.774 3.523
H 1.084 -0.198 3.547
H -0.842 -1.657 4.026
H -1.411 -0.605 5.418
H 0.622 -0.967 6.379
H 0.462 1.891 5.051
*
```

Kohn-Sham gap (eV): 9.505
Total energy (Ha): -3914.5331
HOMO (eV): -9.188
Relative energy (zero: lowest compared OMol25 entry of this formula, charge and spin) (kcal per mole): 7.0
E_LUMO (eV): 0.32
Molecular weight (g/mol): 1055.16


(2)
Formula: C34H103O45P11
Source: the OMol25 dataset
Level of theory: wB97M-V/def2-TZVPD

ORCA input file:
```
! wB97M-V def2-TZVPD RIJCOSX def2/J DEFGRID3
* xyz 0 1
C -0.581 -6.850 4.426
O 0.171 -5.702 4.816
P 1.782 -5.497 4.730
O 2.581 -6.402 5.619
O 2.123 -5.596 3.146
C 3.497 -5.744 2.745
O 2.004 -3.960 5.137
C 1.070 -2.889 4.824
H -1.406 -6.989 5.125
H -0.011 -7.779 4.460
H -0.953 -6.538 3.450
H 3.722 -6.785 2.514
H 4.087 -5.462 3.617
H 3.722 -5.169 1.847
H 1.610 -2.011 4.471
H 0.523 -2.591 5.719
H 0.324 -3.197 4.090
C -5.251 8.239 8.702
O -5.602 7.510 7.560
P -4.510 6.900 6.533
O -3.877 5.686 7.071
O -3.504 8.171 6.296
C -2.292 8.139 5.542
O -5.291 6.724 5.076
C -5.967 7.787 4.423
H -5.380 9.316 8.589
H -4.254 7.943 9.026
H -5.952 7.952 9.485
H -1.536 8.748 6.037
H -2.350 8.618 4.565
H -1.967 7.101 5.469
H -7.019 7.505 4.400
H -5.805 7.953 3.358
H -5.870 8.749 4.927
C -5.969 -0.389 5.101
O -6.707 -0.342 3.879
P -8.272 0.056 4.113
O -9.027 -1.036 4.760
O -8.689 0.437 2.600
C -8.004 1.465 1.988
O -8.206 1.495 4.941
C -9.382 2.242 5.217
H -5.052 0.177 4.934
H -5.805 -1.441 5.337
H -6.421 0.107 5.960
H -7.519 1.058 1.101
H -7.221 1.914 2.599
H -8.684 2.267 1.701
H -9.810 2.711 4.332
H -9.153 2.984 5.982
H -10.162 1.700 5.752
C -2.606 6.550 -8.818
O -3.677 7.092 -7.996
P -4.785 6.099 -7.345
O -5.346 5.120 -8.299
O -3.961 5.554 -6.068
C -4.607 4.642 -5.254
O -5.893 7.114 -6.700
C -5.554 7.906 -5.616
H -1.693 7.007 -8.437
H -2.668 6.772 -9.884
H -2.577 5.461 -8.791
H -5.688 4.536 -5.349
H -4.361 4.869 -4.217
H -4.306 3.660 -5.619
H -4.479 7.986 -5.450
H -6.054 7.642 -4.685
H -5.957 8.880 -5.893
C -4.081 -0.682 -10.415
O -3.301 -1.276 -9.369
P -3.773 -2.547 -8.465
O -4.356 -3.685 -9.238
O -2.446 -2.949 -7.575
C -1.913 -1.965 -6.752
O -4.715 -1.903 -7.274
C -5.715 -2.643 -6.596
H -5.158 -0.843 -10.354
H -3.785 -0.865 -11.448
H -4.018 0.392 -10.238
H -2.673 -1.225 -6.503
H -1.053 -1.454 -7.187
H -1.589 -2.449 -5.831
H -6.711 -2.286 -6.857
H -5.573 -2.579 -5.517
H -5.754 -3.689 -6.903
C 8.346 2.045 -1.860
O 7.712 2.083 -3.126
P 8.213 3.074 -4.311
O 7.393 3.065 -5.579
O 8.352 4.576 -3.633
C 7.205 5.229 -3.174
O 9.741 2.597 -4.502
C 10.448 2.904 -5.675
H 7.689 2.421 -1.076
H 9.280 2.601 -1.775
H 8.492 1.008 -1.559
H 6.249 4.798 -3.473
H 7.216 6.281 -3.458
H 7.145 5.212 -2.086
H 10.541 1.962 -6.215
H 11.411 3.294 -5.346
H 9.947 3.723 -6.191
C -10.247 -4.826 -0.363
O -9.253 -5.283 0.559
P -8.475 -6.698 0.215
O -7.768 -6.785 -1.085
O -7.550 -6.918 1.565
C -8.024 -6.862 2.863
O -9.723 -7.749 0.383
C -9.561 -9.144 0.392
H -10.011 -3.896 -0.881
H -11.192 -4.585 0.124
H -10.510 -5.564 -1.121
H -7.425 -6.313 3.589
H -8.023 -7.897 3.205
H -9.049 -6.498 2.933
H -8.681 -9.538 -0.117
H -10.406 -9.630 -0.095
H -9.469 -9.560 1.395
C 11.418 -0.923 5.151
O 10.837 -1.397 3.943
P 10.329 -2.958 3.842
O 9.272 -3.180 2.883
O 11.774 -3.720 3.531
C 11.760 -4.964 2.829
O 9.991 -3.413 5.377
C 9.230 -4.603 5.603
H 11.904 0.037 4.977
H 12.125 -1.577 5.662
H 10.582 -0.823 5.844
H 10.805 -5.374 2.502
H 12.343 -5.586 3.508
H 12.351 -4.887 1.917
H 9.139 -5.235 4.720
H 8.347 -4.349 6.190
H 9.729 -5.124 6.420
C -1.559 1.655 1.886
O -1.115 0.365 1.377
P -0.625 0.135 -0.195
O -0.230 1.448 -0.841
O 0.585 -0.946 -0.098
C 1.975 -0.506 -0.234
O -1.921 -0.646 -0.801
C -2.395 -1.851 -0.324
H -1.906 2.320 1.096
H -0.830 2.176 2.507
H -2.425 1.485 2.526
H 2.019 0.533 -0.561
H 2.432 -1.092 -1.032
H 2.527 -0.713 0.682
H -2.447 -2.554 -1.156
H -3.434 -1.703 -0.028
H -1.866 -2.228 0.551
C 5.284 -8.647 -6.240
O 4.350 -7.908 -5.488
P 4.837 -6.765 -4.471
O 5.680 -7.369 -3.461
O 3.436 -6.082 -3.994
C 2.499 -6.829 -3.274
O 5.548 -5.697 -5.445
C 6.168 -4.596 -4.801
H 4.905 -8.819 -7.247
H 5.483 -9.583 -5.717
H 6.209 -8.112 -6.456
H 2.851 -7.835 -3.045
H 1.648 -6.964 -3.941
H 2.191 -6.368 -2.336
H 5.550 -3.730 -5.040
H 7.118 -4.277 -5.232
H 6.340 -4.634 -3.726
C 3.376 5.976 2.983
O 3.604 6.073 4.409
P 4.898 5.183 4.965
O 6.025 5.164 3.994
O 4.258 3.737 5.376
C 4.965 2.728 6.003
O 5.179 5.842 6.422
C 4.172 5.884 7.419
H 2.293 5.946 2.863
H 3.624 5.015 2.530
H 3.931 6.796 2.526
H 5.997 3.016 6.202
H 5.192 1.898 5.334
H 4.483 2.342 6.901
H 3.822 6.882 7.682
H 4.567 5.500 8.359
H 3.334 5.232 7.172
C 1.818 3.214 -6.379
O 2.350 2.411 -7.391
H 0.730 3.267 -6.341
H 2.121 2.927 -5.372
H 2.210 4.230 -6.420
H 3.295 2.491 -7.246
*
```

Kohn-Sham gap (eV): 10.008
Total energy (Ha): -8498.7090
HOMO (eV): -10.059
Relative energy (zero: lowest compared OMol25 entry of this formula, charge and spin) (kcal per mole): 12.1
E_LUMO (eV): -0.05
Molecular weight (g/mol): 1572.87
SMILES: COP(=O)(OC)OC.COP(=O)(OC)OC.COP(=O)(OC)OC.COP(=O)(OC)OC.COP(=O)(OC)OC.COP(=O)(OC)OC.COP(=O)(OC)OC.COP(=O)(OC)OC.COP(=O)(OC)OC.COP(=O)(OC)OC.COP(=O)(OC)OC.CO